Model P:
Entry from the OMol25 dataset: the ion C3H6NOS with charge +1 (ωB97M-V/def2-TZVPD).

Computed properties:
multiplicity	1
net charge	+1
frontier orbital gap (alpha / beta)	8.4657 / 6.7206	eV
HOMO level (alpha / beta)	-12.5 / -11.8	eV
LUMO energy (alpha / beta)	-4.026 / -5.093	eV

Last column: Löwdin charge in e.
Element x y z (Å)
C1 1.830 -0.053 0.155  -0.38
C2 1.024 1.153 -0.260  -0.12
C3 -0.695 -0.345 -0.618  -0.50
N1 -2.060 -0.524 0.127  0.16
O1 -0.205 0.925 -0.601  -0.05
S1 0.622 -1.438 -0.029  0.95
H1 2.624 -0.138 -0.581  0.08
H2 2.287 -0.110 1.245  0.13
H3 1.517 2.149 -0.440  0.17
H4 -1.983 -1.443 0.632  0.15
H5 -2.965 -0.438 -0.499  0.22
H6 -1.997 0.262 0.871  0.20



Model Q:
Entry from the OMol25 dataset: the ion C3H6NOS with charge +1 (ωB97M-V/def2-TZVPD).

Computed properties:
multiplicity	1
net charge	+1
frontier orbital gap (alpha / beta)	8.0601 / 8.0593	eV
HOMO level (alpha / beta)	-14.3 / -14.3	eV
LUMO energy (alpha / beta)	-6.217 / -6.216	eV

Last column: Löwdin charge in e.
Element x y z (Å)
C1 -0.868 -0.689 -0.387  -0.20
C2 0.659 -0.773 -0.278  -0.26
C3 0.573 1.661 0.734  -0.22
N1 -1.300 0.630 -0.024  -0.13
O1 -2.207 1.183 -0.575  0.14
S1 1.261 1.023 -0.601  1.09
H1 -1.043 -0.981 -1.410  0.13
H2 -1.567 -1.403 0.188  0.19
H3 1.031 -0.976 0.645  0.05
H4 1.053 -1.418 -0.972  0.07
H5 0.242 2.657 0.924  0.08
H6 0.261 1.073 1.540  0.05



model P is preferred energetically. Next in line: 0.942 eV higher.